(1)
C7H19AsF6N3O3STc as an isolated structure, computed with ωB97M-V with the def2-TZVPD basis set.

## Properties
* charge: +4
* max |F|: 0.46 eV/A
* 2S+1: 3
* energy: -3980.326290 hartree
* LUMO level (spin up / spin down): -18.424 / -17.755 eV
* Kohn-Sham gap (spin up / spin down): 6.55 / 7.20 eV

Last column: Löwdin charge in e.
Cartesian coordinates (Å):
1 Tc -0.55 0.58 -0.34  1.679
2 C 0.11 0.18 2.80  0.072
3 O -0.51 -0.38 1.54  -0.371
4 C -0.46 -1.85 1.49  -0.082
5 C -1.45 -2.22 0.42  -0.003
6 O -1.19 -1.28 -0.73  -0.318
7 C -0.59 -1.84 -2.00  -0.013
8 C 0.88 -1.50 -1.95  -0.050
9 O 0.94 -0.09 -1.49  -0.404
10 C 2.27 0.59 -1.80  0.099
11 H -0.42 -0.28 3.63  0.133
12 H -0.05 1.26 2.78  0.103
13 H 1.17 -0.07 2.80  0.081
14 H -0.77 -2.24 2.46  0.176
15 H 0.57 -2.15 1.28  0.134
16 H -2.49 -2.07 0.69  0.155
17 H -1.31 -3.24 0.05  0.169
18 H -1.13 -1.34 -2.81  0.155
19 H -0.79 -2.91 -2.03  0.171
20 H 1.33 -1.56 -2.95  0.177
21 H 1.46 -2.09 -1.24  0.154
22 H 2.35 0.59 -2.88  0.134
23 H 3.04 -0.01 -1.32  0.091
24 H 2.21 1.59 -1.39  0.104
25 N -2.46 1.28 0.54  0.010
26 N -3.15 2.31 -0.14  0.034
27 C -2.67 2.78 -1.29  -0.587
28 N -3.25 3.68 -2.01  0.262
29 S -1.11 2.12 -1.87  0.973
30 H -3.09 0.48 0.62  0.161
31 H -2.28 1.61 1.50  0.164
32 H -4.01 2.66 0.29  0.219
33 H -4.15 4.10 -1.76  0.195
34 H -2.84 4.04 -2.86  0.175
35 F 0.67 1.63 0.45  -0.310
36 As 4.04 -0.75 1.62  0.981
37 F 2.47 -1.11 0.91  -0.249
38 F 3.20 -0.79 3.10  -0.186
39 F 5.16 -1.84 2.15  -0.080
40 F 4.22 0.91 1.68  -0.125
41 F 4.64 -0.82 0.03  -0.182

(2)
A 2-piece molecular cluster, C7H19BN overall at a distorted geometry, computed with ωB97M-V with the def2-TZVPD basis set.

## Properties
* charge: +1
* max |F|: 5.74 eV/A
* energy above the lowest of the compared OMol25 structures with the same formula, charge and spin: 183.2 kJ/mol
* energy: -357.361232 hartree
* LUMO level: -3.676 eV
* Kohn-Sham gap: 10.61 eV

Last column: Löwdin charge in e.
Cartesian coordinates (Å):
1 B -1.22 0.09 0.86  -0.322
2 C -2.26 1.31 0.97  -0.025
3 C -1.41 -1.14 1.88  -0.012
4 C -0.21 2.36 -1.01  -0.100
5 C 2.52 -0.74 -0.28  -0.035
6 C 0.66 -2.09 -0.89  0.013
7 C 0.18 0.92 -1.26  -0.264
8 C 0.08 0.17 0.01  -0.162
9 N 1.11 -0.99 0.04  -0.166
10 H -3.26 0.93 1.37  0.098
11 H -2.39 1.55 -0.09  0.036
12 H -1.93 2.28 1.48  0.113
13 H -1.65 -1.83 1.11  0.050
14 H -2.20 -1.15 2.59  0.064
15 H -0.56 -1.69 2.32  0.070
16 H -1.24 2.53 -1.33  0.077
17 H 0.03 2.57 0.11  0.090
18 H 0.51 3.13 -1.53  0.126
19 H 2.63 -0.40 -1.26  0.067
20 H 3.07 0.03 0.41  0.152
21 H 3.11 -1.73 -0.41  0.136
22 H 0.36 -1.73 -1.86  0.111
23 H 1.45 -2.87 -0.91  0.120
24 H -0.14 -2.69 -0.47  0.098
25 H 1.18 1.02 -1.66  0.100
26 H -0.38 0.46 -2.03  0.113
27 H 0.87 1.13 0.89  0.276
28 H 1.09 -1.44 0.98  0.174

(3)
One molecule with the formula C7H19FNPSi2 at a distorted geometry, computed with ωB97M-V with the def2-TZVPD basis set.

## Properties
* max |F|: 4.70 eV/A
* SMILES: C[Si](C)(C)N(/P=C/F)[Si](C)(C)C
* energy: -1353.092561 hartree
* LUMO level: 0.485 eV
* Kohn-Sham gap: 9.41 eV

Last column: Löwdin charge in e.
Cartesian coordinates (Å):
1 C 1.57 2.35 -0.06  -0.140
2 Si 0.68 0.96 -1.05  0.381
3 C 1.55 -0.44 -1.90  -0.182
4 C -0.10 1.83 -2.55  -0.242
5 N -0.61 0.32 0.02  -0.452
6 P -2.34 0.73 -0.58  0.958
7 C -2.92 -0.74 -1.08  -0.456
8 F -4.20 -0.80 -1.58  -0.109
9 Si -0.34 -0.73 1.39  0.349
10 C -1.60 -0.16 2.66  -0.170
11 C 1.36 -0.38 2.08  -0.179
12 C -0.03 -2.52 0.77  -0.175
13 H 2.52 2.62 -0.39  0.008
14 H 0.91 3.14 0.11  0.010
15 H 1.70 1.84 0.90  -0.003
16 H 0.96 -1.43 -1.89  0.049
17 H 1.86 -0.19 -2.88  0.013
18 H 2.47 -0.71 -1.39  0.022
19 H -0.89 1.12 -2.93  0.015
20 H -0.54 2.81 -2.29  0.025
21 H 0.52 1.97 -3.46  0.033
22 H -2.44 -1.74 -1.07  0.064
23 H -1.33 0.84 2.82  0.015
24 H -2.61 -0.24 2.46  -0.012
25 H -1.30 -0.80 3.50  0.036
26 H 1.69 -1.32 2.64  0.066
27 H 2.02 -0.07 1.32  -0.014
28 H 1.26 0.34 2.89  0.033
29 H 0.43 -2.34 -0.30  0.037
30 H 0.61 -3.00 1.41  -0.027
31 H -0.87 -3.23 0.43  0.048

(4)
An isolated ion of composition C7H19N2 and charge +1 at a distorted geometry, computed with ωB97M-V with the def2-TZVPD basis set.

## Properties
* charge: +1
* max |F|: 3.61 eV/A
* SMILES: CCCCC[NH2+]NCC
* energy above the lowest of the compared OMol25 structures with the same formula, charge and spin: 480.0 kJ/mol
* energy: -387.201848 hartree
* LUMO level: -3.122 eV
* Kohn-Sham gap: 11.01 eV

Last column: Löwdin charge in e.
Cartesian coordinates (Å):
1 C -0.41 2.36 -3.76  -0.139
2 C 0.10 1.74 -2.30  -0.241
3 C -0.48 0.19 -2.09  -0.203
4 C -1.58 0.15 -0.88  -0.174
5 C -1.13 -0.60 0.50  -0.143
6 N 0.28 -1.13 0.54  -0.030
7 N 0.52 -1.79 1.76  -0.073
8 C 0.78 -0.81 2.88  -0.241
9 C 1.98 -1.33 3.87  -0.109
10 H -1.38 3.04 -3.64  0.091
11 H -0.60 1.54 -4.57  0.076
12 H 0.47 3.08 -4.12  0.088
13 H -0.28 2.49 -1.48  0.102
14 H 1.28 1.70 -2.32  0.103
15 H -1.08 -0.04 -3.10  0.119
16 H 0.36 -0.62 -2.04  0.098
17 H -2.57 -0.33 -1.28  0.127
18 H -1.85 1.27 -0.60  0.126
19 H -1.87 -1.53 0.64  0.159
20 H -1.40 0.14 1.40  0.157
21 H 1.03 -0.42 0.42  0.196
22 H 0.36 -1.89 -0.20  0.205
23 H -0.27 -2.44 2.00  0.158
24 H 1.07 0.28 2.52  0.135
25 H -0.21 -0.67 3.53  0.133
26 H 2.25 -2.46 3.62  0.094
27 H 2.94 -0.67 3.67  0.088
28 H 1.70 -1.26 5.03  0.099